(1)
Computed, not measured: a 3-piece molecular cluster, C27H53BFN3O9S overall in a non-equilibrium geometry, with wB97M-V/def2-TZVPD.

The value obtained for the HOMO energy (alpha / beta) is -8.634 / -8.882 eV. Its total energy is -2424.7168 Eh. The spin multiplicity is 3. The calculation puts the largest force on an atom at 3.3 eV/Å.

Element x y z (Å)
C 6.626 -3.221 0.439
H 1.144 1.506 5.032
O -2.734 1.495 -2.564
H 8.849 -1.018 1.892
C 2.847 0.140 3.356
C -6.814 1.674 -2.716
H 9.068 -2.668 1.358
N 6.195 -0.804 0.943
H -7.445 -0.402 -2.786
H 2.838 -1.736 4.404
H -2.839 2.867 -4.183
H -1.640 -1.784 2.620
O -11.011 0.126 -2.883
H 0.871 2.907 3.991
C 2.149 -0.907 4.217
C -9.003 0.649 -1.669
H -0.028 -2.090 -2.985
O 6.313 0.071 1.910
H -2.010 0.136 3.863
C 2.654 2.271 2.065
C -7.479 0.424 -2.049
H 9.929 -1.003 -0.281
C 5.839 -0.888 -1.513
O -10.881 2.009 -4.367
H 4.894 1.313 -0.218
H 3.708 0.539 3.897
H 8.236 0.272 -1.626
H -10.036 2.315 -4.729
H -5.287 3.349 -3.820
C 8.512 -1.750 1.151
O 0.973 0.394 1.086
H 5.028 -0.302 -1.948
H 5.650 -2.630 2.891
C 8.863 -1.246 -0.244
H 3.251 -0.344 2.461
O -8.887 -2.686 -1.838
C -1.041 -1.076 2.045
H 0.362 -2.098 4.193
H 1.893 -0.500 5.199
H 3.490 2.714 2.608
C 8.049 -0.004 -0.585
C 0.904 -1.434 3.514
C -4.625 2.993 -3.005
H -10.306 -1.027 -5.099
H 5.358 -1.812 -1.198
H 1.238 -2.066 2.683
H 7.231 -3.406 2.947
O -0.871 1.418 -3.854
C -3.460 2.154 -3.604
H -9.055 0.566 -0.569
H 1.999 3.083 1.743
S -9.971 -1.805 -1.533
H 2.473 2.555 4.628
C 1.568 2.098 4.223
H -4.941 1.318 -1.548
C -0.950 0.221 4.108
H -7.537 2.511 -2.712
H 7.064 -1.750 3.488
H 5.554 -3.420 0.498
H 8.442 0.822 0.018
H -6.961 0.056 -1.148
H 3.074 1.798 1.177
C 1.902 1.278 2.959
F -11.298 -2.516 -2.073
H -9.310 1.681 -1.918
H 6.104 1.687 -1.448
H -3.854 1.439 -4.360
H 6.463 1.990 0.239
H -4.191 3.847 -2.456
C -0.950 -1.492 -2.929
H -0.732 -0.166 -1.236
C 5.963 1.297 -0.439
H -6.525 1.413 -3.755
N 0.659 0.774 2.299
H 7.144 -4.115 0.792
C -1.550 0.961 -3.000
O -10.661 -0.151 -5.317
C -1.035 -0.308 -2.291
N -9.802 -0.361 -2.396
H -5.810 2.836 -1.192
H 6.896 -3.114 -0.610
C 7.009 -2.003 1.307
H -1.723 -0.372 1.564
O -10.122 -1.631 -0.120
H -0.801 1.285 4.276
C 6.532 -0.127 -0.345
B -10.858 0.626 -4.209
C 6.719 -2.465 2.741
H -0.790 -0.293 5.058
H 6.537 -1.131 -2.317
C -0.052 -0.353 2.973
H -0.537 -1.651 1.266
H -1.852 -1.882 -3.434
H 8.707 -2.026 -0.994
C -5.501 2.150 -2.009

Forces on atoms 1 to 2 (eV/Å):
C -0.1 0.0 -0.4
H 0.0 0.0 -0.1

(2)
Computed, not measured: a 10-piece molecular cluster, C27H53Br20NO5S overall in a non-equilibrium geometry, with wB97M-V/def2-TZVPD.

The value obtained for the HOMO energy is -8.916 eV. Its total energy is -53369.8761 Eh. The calculation puts the largest force on an atom at 3.4 eV/Å. The energy above the lowest of the compared OMol25 structures with the same formula, charge and spin is 0.0 kJ/mol.

Element x y z (Å)
O -2.280 2.095 -0.045
Br 5.937 -2.118 0.349
H 0.014 8.319 4.012
Br -1.287 -4.555 -10.038
C 0.500 -4.627 3.252
C 5.031 -4.783 0.878
H -3.619 -3.373 5.245
C 2.633 1.115 0.235
C -5.722 -3.494 5.772
Br -1.886 5.942 -1.216
Br -1.419 -4.304 3.280
H -0.390 -4.538 -6.317
O 1.847 1.174 -3.602
C 7.061 1.534 -1.522
O -0.351 -1.975 -2.992
C 0.603 -6.390 8.070
H 1.583 6.992 -2.411
H 2.318 -3.515 3.054
S -1.302 -2.016 -4.059
H 3.206 -0.200 1.842
H -3.402 -1.700 -3.130
Br 1.193 1.229 -1.089
Br -2.745 -5.175 -6.702
H -1.397 -2.975 -8.117
H -3.283 -0.796 -4.623
C -4.535 -3.856 4.921
H 1.099 8.029 2.639
H -0.105 2.404 -4.245
H 1.949 -0.867 0.772
Br -1.246 7.397 2.103
H -0.994 10.276 2.636
H -0.530 0.869 -5.040
C -4.765 4.044 -0.190
H -0.490 -5.846 -7.512
H 5.530 3.024 -1.337
Br 0.954 -7.777 5.588
Br 5.599 1.986 0.898
H -1.775 -3.289 -4.130
C -0.076 6.630 -1.100
C 2.329 0.043 1.241
C -0.431 1.377 -4.074
O 0.550 0.746 -3.259
H 5.114 -5.845 0.658
C -2.747 -1.042 -3.708
H -0.170 7.688 -0.863
H 2.424 -6.258 6.899
C -2.012 0.106 -1.440
Br 4.934 -4.671 2.820
H 0.667 -5.465 2.583
Br -5.320 4.671 -1.954
H 0.661 10.521 3.227
Br -4.805 -3.358 3.059
H -3.692 -1.217 -0.992
C 0.651 6.431 -2.400
C -0.890 -4.881 -7.220
H -3.181 -0.220 0.359
C -0.773 -3.842 -8.301
C 0.150 8.459 2.942
H -4.390 -4.934 4.910
C -2.047 1.603 -1.113
Br -0.021 -4.693 7.354
N -1.809 2.312 -2.295
H 3.521 0.865 -0.331
Br -6.059 6.050 1.394
C 6.225 -4.040 0.342
H -6.831 3.881 0.449
H 7.036 3.453 -0.503
H 6.396 -4.300 -0.700
C 1.257 -3.393 2.851
Br 1.140 4.558 -2.600
H -5.652 -3.977 6.744
C 0.028 9.915 2.583
H -4.514 2.995 -0.325
H -6.667 -3.751 5.306
Br 1.132 -3.070 0.937
H -3.868 4.592 0.073
H 0.759 -4.919 4.268
H -3.559 0.564 -2.712
H -2.214 -1.631 -0.176
Br 0.983 0.619 2.525
H 7.129 -4.225 0.913
H 4.089 -4.405 0.492
Br 0.657 10.264 0.774
H -2.486 1.838 -4.298
Br 8.783 1.089 -0.737
H 7.282 1.854 -2.538
Br -5.781 -1.587 6.151
H 0.990 -6.160 9.061
H 0.060 6.699 -3.270
C -2.817 -0.785 -0.497
C -1.863 1.451 -3.491
H -5.623 3.643 1.728
H -0.267 -7.031 8.162
C 6.371 2.637 -0.763
H -0.972 -0.201 -1.361
H 2.176 -7.805 7.731
C -2.526 0.212 -2.858
H 0.896 -2.493 3.341
H 2.243 0.438 -4.091
H 6.482 0.616 -1.549
H 0.398 6.118 -0.269
H 2.754 2.098 0.677
H 0.261 -3.528 -8.413
C 1.684 -6.988 7.210
O -0.814 -1.710 -5.379
C -5.864 4.198 0.824
H -1.004 2.925 -2.236

Forces on atoms 1 to 2 (eV/Å):
O 0.2 0.3 0.4
Br 0.0 0.1 0.1

(3)
Computed, not measured: a 3-piece molecular cluster, C27H54F3N5O4 overall in a non-equilibrium geometry, with wB97M-V/def2-TZVPD.

The value obtained for the HOMO energy is -8.762 eV. Its SMILES is CCCC[C@](C#N)(C(F)(F)F)[C@](C)(C#N)CCCCCN.COCCNCCOC.COCCNCCOC. Its total energy is -1935.3502 Eh. The calculation puts the largest force on an atom at 5.0 eV/Å. The energy above the lowest of the compared OMol25 structures with the same formula, charge and spin is 95.7 kJ/mol.

Element x y z (Å)
H 4.607 -5.813 -2.856
H -1.010 -0.704 -2.248
H -0.758 -2.227 0.359
H -4.675 1.168 1.379
H 2.492 -5.029 0.885
H -3.370 0.044 -0.742
H 4.206 0.197 -0.141
H -4.130 4.349 7.344
C 0.703 -5.760 -0.017
H 4.079 2.619 -0.364
H 0.510 -6.165 -2.501
H -2.946 3.680 6.243
H -2.549 5.475 3.446
H 5.308 -0.468 -1.374
C 2.848 -7.863 -0.875
C 4.022 1.247 -2.059
C 0.090 2.917 -2.052
H -4.460 2.591 0.342
H 0.278 -4.474 -2.976
N -1.261 4.183 -3.946
H 2.535 1.696 -0.595
H -4.855 3.706 3.763
C -1.474 -0.874 -1.263
N 0.984 6.215 -2.709
C 1.085 5.214 -2.217
C 3.329 2.282 -1.094
H -5.567 5.109 5.526
C 4.473 -6.613 -3.590
C 4.299 -0.052 -1.215
H -0.560 1.956 -0.140
C -4.357 1.711 5.461
H -0.202 1.030 -3.182
C 0.844 -5.140 -2.322
N -4.386 4.590 3.918
H -2.415 3.831 4.107
H 4.940 1.676 -2.489
N 0.376 -0.435 0.477
H -4.889 1.805 4.511
H -2.087 0.507 0.360
H -3.277 1.734 5.292
C -3.007 4.482 3.452
H 3.637 -9.303 -2.243
H 4.169 -6.164 -4.536
C -0.979 2.524 -0.983
H -2.145 1.502 -2.626
C 0.622 1.651 -2.800
H -1.921 3.950 1.691
H 2.065 -6.656 1.387
C 1.175 4.226 -0.004
H 2.988 -8.559 -0.044
H 0.814 0.269 -0.100
H -2.194 -1.706 -1.407
H 0.239 -6.681 -0.388
O 0.618 -4.725 -0.985
H 1.194 1.004 -2.112
H 1.819 -7.963 -1.243
H -3.113 2.214 -1.339
H 3.151 -5.887 -1.216
H 1.899 -5.036 -2.586
C -0.360 -1.433 -0.298
C -2.953 3.899 2.051
H 1.218 1.925 -3.687
H 5.420 -7.139 -3.743
N 3.116 -6.504 -0.414
F 0.148 5.015 0.295
H 3.347 4.324 -1.778
H -0.165 -0.034 1.234
O -3.319 2.520 2.075
C -2.299 0.332 -0.712
H 0.088 -5.430 0.825
C 2.116 -5.989 0.520
H 3.540 -0.833 -1.407
H -1.444 3.470 -0.646
C -4.524 2.248 1.379
C 3.782 -8.244 -2.010
C -0.695 3.653 -3.137
H -3.575 4.475 1.359
F 2.262 4.987 0.281
H 4.829 -8.108 -1.723
H 2.767 3.266 -3.036
H -5.380 2.717 1.873
O 3.453 -7.510 -3.188
H 3.293 0.954 -2.834
C 2.711 3.434 -1.949
C -2.178 1.656 -1.537
O -4.779 2.709 6.375
H -4.618 0.740 5.886
H -3.992 5.884 5.512
F 1.244 3.196 0.824
H 0.392 -1.947 -0.929
C 1.263 3.871 -1.509
C -4.014 3.903 6.352
C -4.505 4.934 5.334

Forces on atoms 1 to 2 (eV/Å):
H 0.2 0.0 0.0
H -0.3 0.3 0.4